{"formula": "C27H66N4O", "method": "the ωB97M-V functional and the def2-TZVPD basis", "total_charge": 1, "spin_multiplicity": 2, "homo_lumo_gap_ev": [8.048, 3.540], "s_squared": 0.754, "energy_ha": -1362.13548, "elements": ["C", "C", "N", "C", "C", "C", "C", "H", "H", "H", "H", "H", "H", "H", "H", "H", "H", "H", "H", "H", "H", "H", "C", "C", "N", "C", "C", "C", "C", "H", "H", "H", "H", "H", "H", "H", "H", "H", "H", "H", "H", "H", "H", "H", "C", "C", "N", "C", "C", "C", "C", "H", "H", "H", "H", "H", "H", "H", "H", "H", "H", "H", "H", "H", "H", "H", "C", "C", "N", "C", "C", "C", "C", "H", "H", "H", "H", "H", "H", "H", "H", "H", "H", "H", "H", "H", "H", "H", "C", "C", "O", "C", "H", "H", "H", "H", "H", "H"], "xyz": [[2.7658, -0.6947, -0.4632], [3.9859, 0.3291, -0.5450], [5.4131, -0.1439, -0.7358], [6.0034, -0.8027, 0.4946], [6.0693, 0.1698, 1.6697], [5.5839, -1.0781, -1.8142], [5.0132, -0.6286, -3.2000], [3.0117, -1.5104, 0.2167], [2.4425, -1.2039, -1.3712], [1.8853, -0.2280, -0.0218], [3.7987, 1.0011, -1.3826], [3.8864, 1.0313, 0.2827], [5.4272, -1.6598, 0.8433], [6.9792, -1.1277, 0.1336], [6.5701, -0.3123, 2.5093], [6.4990, 1.1084, 1.3196], [5.1247, 0.3622, 2.1784], [5.0639, -1.9715, -1.4685], [6.6594, -1.2426, -1.8790], [5.5009, -1.1382, -4.0310], [5.2598, 0.4153, -3.3939], [3.9312, -0.4968, -3.2113], [-1.1201, 3.6555, -5.7235], [-1.4310, 2.5794, -4.6173], [-2.4874, 1.6634, -4.9488], [-3.7735, 2.2851, -5.0182], [-4.6701, 1.2698, -5.7932], [-2.3762, 0.5683, -4.0352], [-1.2231, -0.3806, -4.2497], [-0.2869, 4.2894, -5.4200], [-1.9715, 4.3124, -5.9021], [-0.8141, 3.1965, -6.6635], [-0.4707, 2.0825, -4.4791], [-1.7500, 3.1222, -3.7276], [-3.9647, 2.4438, -3.9569], [-3.7793, 3.1538, -5.6765], [-4.2761, 0.8143, -6.7016], [-5.1292, 0.4699, -5.2122], [-5.5531, 1.7933, -6.1599], [-3.3069, 0.0124, -3.9221], [-2.2794, 0.9977, -3.0380], [-1.1333, -0.6949, -5.2895], [-1.4446, -1.2068, -3.5742], [-0.2367, 0.0105, -4.0003], [-0.6507, -1.7566, -0.4395], [-0.9948, -1.2806, 1.0185], [-1.0792, 0.1727, 0.9291], [-1.1048, 0.8708, 2.2358], [-1.0911, 2.3995, 2.2253], [-2.0014, 0.8173, -0.0323], [-3.4085, 0.5249, 0.4191], [-1.5385, -1.9221, -1.0499], [-0.1324, -2.7149, -0.4046], [-0.1184, -0.9463, -0.9376], [-1.9115, -1.7779, 1.3353], [-0.1838, -1.5695, 1.6871], [-1.9596, 0.5050, 2.8046], [-0.1831, 0.5864, 2.7435], [-2.0170, 2.8636, 1.8857], [-0.7111, 2.9061, 3.1125], [-0.3120, 2.8458, 1.6073], [-1.8311, 0.4072, -1.0278], [-1.8292, 1.8932, -0.0038], [-4.1312, 1.0388, -0.2147], [-3.5355, 0.9196, 1.4272], [-3.5745, -0.5509, 0.3614], [-1.7786, -4.8366, 3.9685], [-0.8590, -3.8598, 4.7231], [-1.5255, -2.7631, 5.4737], [-0.6187, -1.7946, 6.1187], [-0.0531, -2.5752, 7.3571], [-2.4715, -1.9879, 4.6708], [-3.9735, -2.3687, 5.0742], [-2.3389, -5.3961, 4.7176], [-1.1219, -5.5725, 3.5045], [-2.4916, -4.3708, 3.2882], [-0.2902, -4.4667, 5.4276], [-0.2080, -3.4029, 3.9778], [-1.0860, -0.8448, 6.3786], [0.2278, -1.6429, 5.4491], [0.7489, -3.2265, 7.0094], [-0.7503, -3.2175, 7.8951], [0.2616, -1.8153, 8.0724], [-2.4263, -0.9015, 4.5945], [-2.3506, -2.1612, 3.6015], [-4.4386, -3.0199, 4.3341], [-4.1286, -2.8871, 6.0205], [-4.4911, -1.4099, 5.1040], [2.3162, 4.2595, -1.1481], [1.8088, 3.1989, -1.9971], [2.0646, 3.2596, -3.1833], [0.9601, 2.0570, -1.4256], [3.2635, 3.9476, -0.7081], [1.6391, 4.4558, -0.3168], [2.5716, 5.0644, -1.8373], [1.4071, 1.1010, -1.6981], [-0.0570, 2.1672, -1.8016], [1.0927, 2.1625, -0.3488]]}